(1)
Formula: C4H4IN3O2
Source: the Open Molecules 2025 dataset
Level of theory: ωB97M-V/def2-TZVPD

SMILES = Cc1[nH]nc([N+](=O)[O-])c1I
molar mass = 253.00 Da

Geometry as ORCA input:
```
! RIJCOSX wB97M-V def2-TZVPD def2/J DEFGRID3
* xyz 0 1
C 2.21092 -0.24458 0.05855
C 0.89980 -0.32328 0.29269
C 2.66523 -1.85905 0.21505
C -0.07149 0.72821 0.20457
N 1.55705 -2.51655 0.36888
N 0.54003 -1.70447 0.40695
N 4.04361 -2.23021 0.05035
O 4.15661 -3.26362 -0.59141
O 4.86677 -1.57552 0.60445
I 3.62481 1.26497 -0.17887
H -1.10315 0.62308 0.60536
H 0.30841 1.65560 0.76621
H -0.26993 1.12151 -0.85300
H -0.33280 -2.11252 0.64270
*
```



(2)
Formula: C40H41BrCsN9OS
Source: the Open Molecules 2025 dataset
Level of theory: ωB97M-V/def2-TZVPD

molar mass = 908.71 Da

Geometry as ORCA input:
```
! RIJCOSX wB97M-V def2-TZVPD def2/J DEFGRID3
* xyz 2 1
Cs 0.99468 -0.19307 -0.68043
C 1.71789 0.71982 -5.47052
C 2.71353 -0.18358 -5.80327
C 2.84169 -1.34367 -5.05854
C 1.96855 -1.57077 -3.99839
N 1.02338 -0.68675 -3.66014
C 0.90630 0.42365 -4.38775
C 2.05505 -2.83638 -3.19804
C 2.51734 -4.00554 -3.79354
C 2.60412 -5.15464 -3.02920
C 2.21390 -5.10839 -1.70294
C 1.73464 -3.90856 -1.18899
N 1.66801 -2.79318 -1.92024
C 1.29652 -3.84227 0.24344
C 0.67775 -4.94003 0.83467
C 0.34708 -4.88370 2.17761
C 0.63979 -3.73346 2.89069
C 1.22496 -2.67586 2.21443
N 1.54364 -2.71576 0.92087
H 1.57490 1.63431 -6.02900
H 3.38516 0.01061 -6.62880
H 3.62381 -2.05297 -5.28840
H 0.11777 1.10807 -4.08857
H 2.78997 -4.02253 -4.83867
H 2.97246 -6.07486 -3.46216
H 2.29364 -5.98308 -1.07341
H 0.45247 -5.82015 0.24892
H -0.12784 -5.72859 2.65879
H 0.42198 -3.65174 3.94590
H 1.45737 -1.75201 2.73698
C -4.67302 -1.01607 1.24402
C -3.95182 0.16006 1.47093
N -3.05616 0.28846 2.43275
C -2.80349 -0.76789 3.24246
C -3.50162 -1.97626 3.10818
C -4.45294 -2.07992 2.07753
C -3.25056 -3.06162 4.01449
C -2.33136 -2.94033 4.99025
C -1.56360 -1.73482 5.13012
C -0.56576 -1.60577 6.11347
C 0.15709 -0.44683 6.19043
C -0.13727 0.58052 5.28354
N -1.07210 0.50137 4.35808
C -1.78350 -0.64638 4.27206
H -5.39048 -1.06068 0.43762
H -4.11694 1.02305 0.83397
H -5.00478 -3.00399 1.95670
H -3.82603 -3.97142 3.90099
H -2.14912 -3.75152 5.68419
H -0.38135 -2.42462 6.79841
H 0.93284 -0.30995 6.93030
H 0.42589 1.50746 5.33001
Br 7.29414 3.08096 3.08861
C 5.66172 2.48287 2.38523
C 4.65900 3.38816 2.07925
C 3.47276 2.89423 1.56129
N 3.24137 1.59864 1.33690
C 4.22310 0.74810 1.64333
C 5.44646 1.13171 2.16707
H 4.79352 4.44867 2.23615
H 2.67521 3.58385 1.30951
H 4.02724 -0.30438 1.46120
H 6.20679 0.39873 2.39454
S -3.38801 1.99240 -1.95240
C -3.47981 1.65810 -3.60471
N -4.24044 2.46086 -4.40063
C -4.41565 2.30225 -5.73564
C -3.80151 1.28049 -6.38549
C -2.99704 0.40841 -5.62335
C -2.83985 0.58742 -4.27781
H -4.70877 3.22160 -3.92518
H -5.05810 3.02484 -6.21666
H -3.94008 1.14867 -7.44699
H -2.50019 -0.42035 -6.11162
H -2.23316 -0.08374 -3.68732
C 2.02080 5.29035 -2.07440
O 2.01260 4.44796 -0.92001
H 3.03665 5.50781 -2.40566
H 1.54360 6.22502 -1.79069
H 1.46003 4.84347 -2.89939
H 2.61816 3.71415 -1.06799
N -2.24781 2.86591 2.94482
C -1.77577 3.38682 1.62804
C -0.60585 2.53385 1.13081
N -0.41681 2.57455 -0.30594
H -3.01344 3.41486 3.32976
H -1.50183 2.81892 3.63720
H -2.54941 1.83309 2.80887
H -1.51148 4.43890 1.72368
H -2.61665 3.31323 0.93758
H -0.78023 1.50076 1.45824
H 0.32361 2.85062 1.60976
H 0.04362 3.43029 -0.59823
H -1.29289 2.47916 -0.81353
*
```



no.,E_LUMO (hartree),highest occupied orbital energy (eV),gap between HOMO and LUMO (eV)
1,-0.006,-9.22,9.0
2,-0.164,-12.13,7.7